1.
Here is 4 unconnected molecules or ions with the total composition C33H66ClIN4O2P in a non-equilibrium geometry from OMol25. Energies are from wB97M-V/def2-TZVPD.

```
108
Properties=species:S:1:pos:R:3:forces:R:3:mulliken_charge:R:1
C 4.275 -0.056 -1.401 0.664 0.086 -0.185 -1.00
C 3.786 0.009 -2.856 0.118 -0.073 0.290 -0.82
C 2.291 -0.130 -3.196 0.460 -0.478 -1.517 -0.20
O 1.360 0.797 -2.781 -0.093 0.445 0.214 -0.84
P 0.371 0.765 -1.318 0.206 -0.103 -0.014 3.50
C -0.660 2.302 -1.991 -0.514 0.750 0.085 -1.23
C -2.154 2.322 -1.874 -0.086 0.180 -0.542 -0.36
N -2.886 2.772 -0.930 0.778 0.178 -0.053 -0.55
C -0.766 -0.378 -2.413 -0.067 -0.273 -0.761 -1.20
C -1.939 -1.312 -2.120 -1.370 -1.168 -0.647 -1.12
C -3.366 -0.792 -2.401 0.488 0.018 0.375 -0.27
Cl -4.526 -2.160 -2.130 -0.017 0.187 -0.117 -0.28
O 1.344 -0.593 -0.722 -0.366 0.542 -0.422 -0.66
C 0.868 -1.888 -0.716 0.817 -1.430 0.576 0.23
C 1.852 -2.815 0.082 -0.984 -0.360 0.070 0.22
C 2.579 -3.800 -0.845 0.215 0.388 0.372 -1.59
C 1.090 -3.630 1.175 0.476 -0.011 0.134 0.90
C 0.350 -4.860 0.630 -0.055 0.619 0.222 -1.68
C 2.095 -3.994 2.282 -0.051 -0.206 -0.009 -1.33
C 1.645 2.050 -0.576 0.785 -0.079 0.131 0.74
C 1.260 2.983 0.588 -0.381 0.134 0.315 -1.79
C 2.358 2.919 -1.663 0.266 1.010 0.443 0.24
C 2.997 4.265 -1.184 -0.194 -0.744 -0.416 -1.64
C -0.671 0.743 0.333 -0.650 -0.447 0.233 -2.00
I 0.503 0.143 2.136 -0.165 -0.070 -0.148 -0.04
C -1.998 -0.001 0.530 -0.813 0.229 1.274 1.15
C -2.752 0.438 1.836 -0.289 -0.192 -0.623 -1.62
H 5.258 -0.542 -1.378 -0.037 0.005 -0.017 0.42
H 4.452 0.952 -1.018 -0.232 -0.076 0.186 0.31
H 3.633 -0.601 -0.719 -0.235 0.080 -0.103 0.10
H 4.198 0.910 -3.322 -0.169 0.104 0.043 0.39
H 4.264 -0.806 -3.411 -0.140 -0.095 -0.013 0.58
H 2.308 -0.047 -4.306 -0.080 0.071 0.156 0.22
H 2.025 -1.194 -3.085 -0.280 0.178 0.648 0.11
H -0.420 2.425 -3.051 0.089 -0.332 0.001 0.48
H -0.330 3.245 -1.537 0.152 -0.260 0.289 0.48
H -2.707 2.006 -2.769 0.027 -0.364 0.135 0.49
H -2.252 3.146 -0.213 -0.338 -0.066 0.270 0.23
H -1.108 0.266 -3.236 -0.069 0.305 0.312 0.84
H -0.074 -0.984 -3.002 0.159 -0.090 0.450 0.71
H -2.004 -1.873 -1.190 0.408 0.516 0.243 0.11
H -1.909 -2.157 -2.829 0.389 0.186 -0.100 0.62
H -3.699 0.002 -1.737 -0.034 -0.001 -0.128 0.10
H -3.478 -0.468 -3.433 -0.058 -0.051 -0.035 0.49
H -0.114 -2.039 -0.250 -0.092 0.516 -0.008 -0.71
H 0.797 -2.352 -1.712 -0.118 0.353 -0.123 0.22
H 2.554 -2.200 0.644 0.102 0.238 -0.268 0.37
H 3.352 -3.314 -1.442 -0.070 0.077 -0.042 0.38
H 3.068 -4.570 -0.243 0.096 -0.090 -0.188 0.09
H 1.861 -4.272 -1.516 0.056 -0.089 -0.051 0.42
H 0.339 -2.986 1.639 0.012 0.147 -0.154 0.19
H -0.244 -4.565 -0.237 0.017 -0.188 -0.097 0.28
H 1.039 -5.659 0.360 -0.063 -0.099 -0.072 0.24
H -0.349 -5.213 1.392 0.070 -0.201 -0.019 0.51
H 1.793 -4.887 2.840 -0.045 0.054 0.035 0.47
H 2.213 -3.173 2.992 -0.058 0.046 -0.032 0.26
H 3.087 -4.182 1.860 -0.022 -0.125 -0.003 0.17
H 2.454 1.415 -0.201 -0.248 -0.075 0.179 -0.03
H 0.750 3.895 0.264 0.168 0.070 -0.154 0.29
H 2.161 3.255 1.144 0.046 0.278 -0.188 0.31
H 0.613 2.589 1.367 0.070 -0.142 -0.299 0.16
H 3.212 2.394 -2.080 -0.347 -0.339 -0.208 -0.43
H 1.701 3.206 -2.483 -0.057 -0.311 -0.066 0.18
H 3.586 4.636 -2.028 0.039 0.132 0.095 0.50
H 3.674 4.098 -0.347 -0.004 0.186 0.115 0.31
H 2.252 5.020 -0.942 0.060 0.053 0.208 0.31
H -0.948 1.774 0.547 0.386 0.053 0.206 0.68
H -1.936 -1.084 0.609 0.383 0.043 -0.281 0.46
H -2.725 0.233 -0.243 0.576 0.065 -0.278 -1.15
H -2.431 1.417 2.188 0.123 -0.022 0.132 0.18
H -2.664 -0.316 2.615 0.271 0.182 0.186 0.41
H -3.824 0.519 1.621 0.069 0.017 -0.037 0.44
C -2.623 4.903 5.779 0.007 -0.031 0.023 -1.12
C -1.252 4.247 5.655 -0.158 0.030 0.115 -0.43
C -0.470 4.727 4.429 -0.126 -0.148 -0.027 -0.51
C -1.190 4.413 3.191 0.171 -0.040 0.000 0.28
N -1.758 4.133 2.234 -0.059 0.063 -0.032 -0.42
H -3.257 4.660 4.925 0.031 0.019 -0.031 0.33
H -3.134 4.557 6.677 0.003 0.020 0.005 0.34
H -2.534 5.990 5.838 -0.011 0.002 -0.007 0.29
H -1.372 3.163 5.604 0.066 -0.005 -0.036 0.30
H -0.664 4.463 6.549 0.067 -0.009 -0.046 0.32
H 0.506 4.243 4.385 0.018 0.008 -0.065 0.25
H -0.309 5.806 4.471 0.005 0.017 -0.011 0.34
C 3.636 -7.694 1.886 0.032 -0.021 -0.018 -0.92
C 5.070 -7.921 2.353 -0.176 -0.049 -0.049 -0.50
C 5.763 -6.629 2.801 -0.057 -0.045 -0.235 -0.42
C 5.845 -5.657 1.702 0.033 0.006 0.167 0.23
N 5.909 -4.904 0.837 0.013 -0.069 0.004 -0.42
H 3.601 -7.038 1.015 0.004 0.051 0.031 0.21
H 3.170 -8.638 1.605 -0.004 0.003 0.020 0.39
H 3.034 -7.241 2.676 -0.013 0.021 -0.022 0.24
H 5.647 -8.381 1.548 0.054 0.021 0.027 0.30
H 5.071 -8.624 3.189 0.081 0.040 0.030 0.32
H 6.776 -6.836 3.147 0.014 0.040 0.024 0.32
H 5.215 -6.169 3.625 -0.008 0.037 -0.004 0.29
C -5.807 3.114 -2.365 -0.002 0.054 -0.176 -0.85
C -6.527 4.457 -2.381 0.148 -0.139 0.030 -0.47
C -8.025 4.344 -2.688 0.175 0.002 -0.157 -0.45
C -8.263 3.763 -4.017 -0.095 0.066 0.151 0.27
N -8.448 3.320 -5.060 0.008 0.008 -0.017 -0.44
H -5.850 2.628 -3.343 -0.100 0.010 0.006 0.39
H -4.758 3.249 -2.102 -0.104 -0.067 0.110 0.11
H -6.249 2.441 -1.628 0.028 -0.014 0.008 0.29
H -6.056 5.114 -3.115 -0.054 0.042 0.003 0.29
H -6.412 4.934 -1.406 -0.065 0.050 -0.016 0.30
H -8.498 5.327 -2.664 -0.061 -0.016 -0.002 0.30
H -8.519 3.716 -1.946 -0.017 -0.028 -0.008 0.27
```
Positions in Å, forces in eV/Å.

Values from the calculation:
**E_LUMO**: 0.0795 Eh
**HOMO energy**: -0.1775 hartree
**Charge**: -1
**Total energy**: -75257.38564 eV

2.
Here is a molecular structure, C33H66ClNO15Si2 in a non-equilibrium geometry from OMol25. Energies are from wB97M-V/def2-TZVPD.

```
118
Properties=species:S:1:pos:R:3:forces:R:3:mulliken_charge:R:1
C 7.909 0.280 -0.060 0.251 -0.200 -0.605 -1.11
C 7.130 -0.331 -1.224 0.460 -0.888 0.412 -0.28
O 5.707 -0.303 -1.098 0.204 1.181 0.226 -0.27
Si 5.017 1.195 -0.878 -0.784 0.110 -1.183 -0.21
C 4.261 1.902 -2.453 -0.821 -0.839 0.360 -0.61
C 2.692 1.841 -2.504 0.771 0.963 -0.406 -0.65
C 2.024 3.187 -2.129 0.052 -0.828 0.608 -0.93
C 1.378 3.207 -0.727 -0.470 0.290 0.174 -0.15
C -0.153 3.421 -0.784 1.073 -1.317 -0.131 -1.24
C -0.815 2.047 -1.054 -0.340 1.248 -0.189 -0.08
C -2.294 2.280 -1.431 0.157 -0.623 0.876 -0.97
C -3.187 2.141 -0.190 0.715 0.664 -0.195 -0.79
O -3.170 0.829 0.362 0.019 0.866 0.200 -0.18
C -4.043 -0.007 -0.249 -2.781 3.395 1.552 0.59
C -5.535 0.277 -0.251 0.575 0.918 0.717 -0.65
O -3.664 -0.960 -0.745 2.523 -5.376 -2.485 -0.51
O 3.818 0.977 0.293 0.764 0.249 0.154 0.61
Si 3.904 1.921 1.612 -0.482 -0.070 -0.483 0.17
Cl 5.514 1.475 2.816 -0.456 0.279 -0.391 -0.28
O 2.469 1.549 2.495 1.009 1.137 -2.245 -0.28
C 2.719 0.642 3.334 -2.183 5.119 -6.239 0.42
N 2.869 0.094 4.255 1.582 -6.583 8.918 -0.41
H 7.430 0.086 0.890 -0.192 0.072 0.186 0.25
H 8.109 1.331 -0.207 -0.174 0.377 0.209 0.29
H 8.880 -0.209 -0.040 0.171 -0.080 0.068 0.42
H 7.480 0.062 -2.177 -0.217 0.342 -0.162 0.27
H 7.401 -1.383 -1.244 -0.163 -0.272 -0.098 0.37
H 5.930 2.226 -0.363 0.250 -0.177 0.331 -0.23
H 4.612 1.315 -3.299 0.308 -0.170 -0.013 0.54
H 4.591 2.919 -2.625 0.198 0.192 0.156 0.25
H 2.344 1.004 -1.925 -0.370 -0.090 0.242 0.26
H 2.433 1.625 -3.534 -0.116 -0.190 -0.166 0.52
H 2.772 3.968 -2.215 0.033 0.295 -0.047 0.34
H 1.249 3.392 -2.862 -0.138 0.129 -0.134 0.59
H 1.835 3.935 -0.058 0.113 0.274 -0.137 0.44
H 1.519 2.247 -0.239 0.213 -0.278 0.076 -0.11
H -0.534 3.738 0.181 -0.077 0.574 0.053 0.41
H -0.354 4.132 -1.578 -0.349 0.267 0.053 0.47
H -0.715 1.519 -0.113 -0.187 -0.510 0.055 0.20
H -0.267 1.488 -1.803 0.036 -0.064 -0.270 0.29
H -2.382 3.315 -1.746 -0.239 0.126 -0.342 0.43
H -2.633 1.625 -2.226 -0.083 -0.113 -0.170 0.42
H -2.746 2.785 0.563 -0.132 0.127 0.330 0.35
H -4.190 2.500 -0.401 -0.269 -0.149 0.092 0.48
H -5.792 0.923 -1.082 -0.080 0.002 -0.314 0.35
H -6.039 -0.671 -0.361 -0.032 0.091 0.003 -0.06
H -5.828 0.811 0.651 -0.146 -0.036 0.157 0.35
H 3.836 3.320 1.209 0.073 0.084 0.371 -0.10
O -3.077 -3.032 5.514 -0.277 0.171 0.203 -0.57
C -1.992 -3.075 5.008 0.398 -0.266 -0.474 0.80
O -1.343 -1.931 4.733 -0.182 0.197 0.329 -0.39
C 0.026 -1.884 4.312 0.244 -0.004 -0.330 -0.52
C 0.147 -2.061 2.813 -0.140 -0.131 -0.084 -0.65
C -1.374 -4.389 4.582 0.281 -0.104 0.389 -1.05
H 0.629 -2.604 4.866 -0.051 -0.034 0.000 0.34
H 0.392 -0.899 4.587 -0.149 0.020 0.138 0.24
H -0.223 -3.036 2.491 0.077 -0.018 0.012 0.35
H 1.188 -1.968 2.502 0.030 0.020 0.045 0.25
H -0.444 -1.309 2.291 0.021 0.074 0.018 0.22
H -1.750 -4.655 3.594 0.011 0.037 0.022 0.25
H -1.676 -5.153 5.295 -0.211 0.015 -0.077 0.34
H -0.287 -4.384 4.568 -0.019 0.070 -0.185 0.34
O 2.431 -1.064 -2.930 -0.068 0.048 -0.416 -0.50
C 2.659 -2.141 -2.460 -0.088 -0.248 0.475 0.59
O 2.471 -3.243 -3.211 0.081 0.105 -0.454 -0.40
C 2.899 -4.548 -2.820 -0.078 -0.212 0.212 -0.37
C 1.867 -5.235 -1.950 -0.078 0.085 0.112 -0.89
C 3.070 -2.286 -1.020 0.486 -0.115 0.122 -0.21
H 3.882 -4.510 -2.348 -0.031 0.061 0.065 0.34
H 3.022 -5.107 -3.746 -0.032 0.150 -0.098 0.32
H 1.705 -4.694 -1.017 0.075 -0.027 0.035 0.22
H 2.183 -6.250 -1.709 0.005 0.001 -0.020 0.36
H 0.907 -5.278 -2.464 0.036 -0.040 -0.065 0.30
H 2.182 -2.305 -0.387 -0.045 -0.035 -0.057 0.20
H 3.674 -1.423 -0.758 -0.159 0.012 0.036 -0.28
H 3.677 -3.166 -0.821 -0.146 -0.083 0.052 0.39
O -7.168 -1.930 -1.379 -0.318 -0.074 -0.334 -0.63
C -8.086 -2.492 -0.843 0.077 -0.280 0.401 0.80
O -9.343 -2.215 -1.232 -0.049 0.152 -0.504 -0.37
C -10.482 -2.959 -0.797 -0.208 -0.013 0.277 -0.42
C -11.007 -2.443 0.527 0.153 0.015 0.150 -0.80
C -7.868 -3.419 0.321 0.021 -0.309 -0.213 -0.69
H -10.261 -4.027 -0.769 0.078 0.016 0.056 0.36
H -11.238 -2.819 -1.568 0.126 0.093 -0.114 0.32
H -10.269 -2.554 1.323 -0.019 -0.063 0.004 0.14
H -11.910 -2.983 0.817 -0.012 0.002 -0.027 0.36
H -11.241 -1.381 0.454 -0.057 -0.015 -0.069 0.29
H -7.825 -2.808 1.229 -0.032 -0.294 -0.246 0.01
H -6.922 -3.938 0.176 0.105 0.227 0.038 0.35
H -8.630 -4.186 0.437 -0.117 0.151 0.110 0.35
O 6.198 4.654 -2.217 -0.060 -0.144 0.233 -0.54
C 6.878 4.745 -3.199 0.201 0.437 -0.216 0.95
O 7.843 3.832 -3.416 -0.112 -0.413 0.150 -0.31
C 8.576 3.725 -4.639 0.214 0.159 -0.161 -0.43
C 9.767 4.660 -4.659 -0.029 0.151 0.084 -1.01
C 6.738 5.911 -4.150 -0.272 -0.227 -0.387 -1.28
H 7.920 3.868 -5.499 -0.034 0.077 0.034 0.35
H 8.923 2.694 -4.685 -0.103 -0.045 0.149 0.34
H 9.458 5.704 -4.600 -0.019 0.000 -0.089 0.27
H 10.346 4.523 -5.572 -0.003 -0.020 0.002 0.37
H 10.412 4.469 -3.802 0.013 -0.084 -0.028 0.31
H 7.324 6.749 -3.773 0.019 -0.011 0.005 0.31
H 5.690 6.198 -4.184 0.015 0.073 0.208 0.31
H 7.035 5.689 -5.172 0.183 0.052 0.050 0.40
O -7.886 -2.294 3.107 -0.370 0.066 0.093 -0.70
C -6.989 -1.763 3.707 0.630 -0.210 0.121 0.72
O -6.991 -0.429 3.813 -0.388 0.382 0.039 -0.37
C -6.108 0.319 4.661 0.325 -0.013 0.008 -0.57
C -4.789 0.609 3.979 0.071 -0.219 -0.168 -0.59
C -5.827 -2.554 4.256 -0.304 0.132 0.518 -0.95
H -5.981 -0.179 5.623 0.053 -0.127 -0.062 0.39
H -6.622 1.256 4.866 -0.212 -0.035 -0.100 0.36
H -4.247 -0.309 3.743 0.026 0.041 0.136 0.13
H -4.160 1.228 4.618 0.012 -0.008 0.008 0.43
H -4.955 1.131 3.035 -0.038 0.074 0.045 0.10
H -5.092 -2.701 3.465 0.023 0.051 0.039 0.17
H -6.198 -3.523 4.581 -0.010 -0.052 -0.206 0.46
H -5.349 -2.096 5.119 0.164 0.041 -0.212 0.35
```
Positions in Å, forces in eV/Å.

Values from the calculation:
**E_LUMO**: 0.0179 Eh
**HOMO energy**: -0.3517 hartree
**Total energy**: -95776.19639 eV

Which of these has the highest E_LUMO?
C33H66ClIN4O2P